Entry i
This record from the Open Molecules 2025 dataset describes an isolated molecule of C3H8N2O. The level of theory is ωB97M-V/def2-TZVPD.

Output
Frontier orbital gap   10.597 eV
HOMO energy   -0.354 Ha
SMILES   C[C@H](N)C(N)=O
LUMO level   0.0357 Ha

Structure (ORCA input):
```
! RIJCOSX wB97M-V def2-TZVPD def2/J DEFGRID3
* xyz 0 1
C 0.986 -1.438 -0.706
C -0.030 -0.330 -0.681
N 0.380 0.864 -1.460
C -0.372 0.088 0.755
N -1.260 1.150 0.801
O 0.175 -0.391 1.716
H 1.897 -1.165 -0.195
H 0.686 -2.357 -0.198
H 1.320 -1.785 -1.688
H -0.979 -0.706 -1.087
H 0.766 1.531 -0.815
H 0.916 0.568 -2.254
H -1.896 1.136 1.563
H -1.323 1.664 -0.056
*
```



Entry ii
This record from the Open Molecules 2025 dataset describes an isolated molecule of C3H8N2O. The level of theory is ωB97M-V/def2-TZVPD.

Output
Frontier orbital gap   9.987 eV
HOMO energy   -0.342 Ha
SMILES   NCCC(N)=O
LUMO level   0.0254 Ha

Structure (ORCA input):
```
! RIJCOSX wB97M-V def2-TZVPD def2/J DEFGRID3
* xyz 0 1
N -0.947 0.771 1.503
C -1.190 0.006 0.330
C -0.129 0.569 -0.750
C 1.053 -0.257 -1.226
N 1.569 -1.112 -0.307
O 1.610 -0.169 -2.345
H -0.134 0.391 2.134
H -1.758 1.013 1.933
H -1.123 -1.122 0.484
H -2.228 0.189 -0.119
H 0.177 1.545 -0.319
H -0.745 0.695 -1.675
H 2.604 -1.298 -0.258
H 1.240 -1.221 0.616
*
```



Entry iii
This record from the Open Molecules 2025 dataset describes a cluster of 2 separate species, C3H8N2O in total. The level of theory is ωB97M-V/def2-TZVPD.

Output
Frontier orbital gap   9.400 eV
HOMO energy   -0.315 Ha
SMILES   [H]/N=C/N.C=CO
LUMO level   0.0304 Ha

Structure (ORCA input):
```
! RIJCOSX wB97M-V def2-TZVPD def2/J DEFGRID3
* xyz 0 1
H -0.729 0.282 -1.985
N -1.296 -0.377 -1.475
C -2.073 0.004 -0.531
N -1.937 -0.387 0.755
H -2.982 0.600 -0.691
H -1.183 -1.049 0.889
H -2.754 -0.602 1.308
C 2.680 0.593 0.725
C 1.513 0.265 0.193
O 1.293 -0.910 -0.443
H 3.556 -0.029 0.665
H 2.831 1.541 1.223
H 0.656 0.934 0.264
H 0.424 -0.867 -0.898
*
```



The least stable of them is entry iii.



Entry i
This record from the Open Molecules 2025 dataset describes a cluster of 2 separate species, C5H16N2O in total. The level of theory is ωB97M-V/def2-TZVPD.

Output
Frontier orbital gap   8.530 eV
HOMO energy   -0.289 Ha
SMILES   CN[C@@H](C)CCN.O
LUMO level   0.0243 Ha

Structure (ORCA input):
```
! RIJCOSX wB97M-V def2-TZVPD def2/J DEFGRID3
* xyz 0 1
C 0.768 1.741 1.767
N -0.149 1.207 0.777
C 0.523 0.208 -0.020
C 0.478 -1.122 0.855
C -0.476 -0.006 -1.301
C 0.137 -0.963 -2.370
N 1.448 -0.348 -2.977
H 0.234 2.633 2.268
H 0.838 1.017 2.510
H 1.821 2.028 1.461
H -1.071 0.969 1.197
H 1.501 0.478 -0.367
H 1.253 -1.082 1.604
H 0.810 -1.956 0.071
H -0.487 -1.357 1.284
H -1.403 -0.317 -0.966
H -0.685 0.915 -1.873
H 0.415 -1.908 -1.959
H -0.650 -1.200 -3.107
H 1.379 0.643 -3.247
H 1.667 -0.968 -3.719
O -2.359 -0.395 2.677
H -2.718 -1.057 2.022
H -1.706 -0.848 3.221
*
```



Entry ii
This record from the Open Molecules 2025 dataset describes a cluster of 2 separate species, C5H16N2O in total. The level of theory is ωB97M-V/def2-TZVPD.

Output
Frontier orbital gap   9.363 eV
HOMO energy   -0.309 Ha
SMILES   CC[C@@H](N)CNC.O
LUMO level   0.0349 Ha

Structure (ORCA input):
```
! RIJCOSX wB97M-V def2-TZVPD def2/J DEFGRID3
* xyz 0 1
C -0.587 -1.510 -0.088
C -0.153 -0.169 -0.435
C 0.638 0.475 0.689
N 1.752 -0.290 1.225
C 1.381 1.763 0.145
N 0.321 2.811 -0.251
C -0.733 3.319 0.652
H -0.584 -2.112 -0.969
H 0.378 -1.948 0.320
H -1.454 -1.589 0.633
H 0.172 -0.308 -1.500
H -0.930 0.591 -0.655
H -0.094 0.801 1.469
H 1.794 -0.261 2.153
H 2.624 -0.335 0.668
H 2.172 2.158 1.033
H 1.979 1.459 -0.800
H 0.720 3.519 -0.875
H -0.615 4.163 1.323
H -1.661 3.475 0.111
H -1.104 2.432 1.268
O -1.840 -6.054 -2.364
H -2.309 -5.461 -1.746
H -1.866 -6.929 -2.007
*
```



Entry iii
This record from the Open Molecules 2025 dataset describes a cluster of 2 separate species, C5H16N2O in total. The level of theory is ωB97M-V/def2-TZVPD.

Output
Frontier orbital gap   9.215 eV
HOMO energy   -0.312 Ha
SMILES   CC(C)NCCN.O
LUMO level   0.0264 Ha

Structure (ORCA input):
```
! RIJCOSX wB97M-V def2-TZVPD def2/J DEFGRID3
* xyz 0 1
C 2.423 -0.739 -0.860
C 0.922 -0.375 -1.073
C 0.877 0.699 -2.149
N 0.225 0.077 0.122
C -0.479 -0.864 0.974
C -1.931 -1.106 0.553
N -2.943 -0.390 1.342
H 2.824 -0.886 -1.877
H 2.937 0.010 -0.255
H 2.529 -1.735 -0.420
H 0.522 -1.333 -1.405
H 0.650 1.686 -1.731
H 1.732 0.825 -2.808
H 0.006 0.553 -2.748
H 0.775 0.684 0.718
H 0.078 -1.795 1.193
H -0.584 -0.423 1.970
H -2.154 -2.185 0.842
H -2.285 -1.055 -0.481
H -2.591 -0.165 2.272
H -3.170 0.538 0.977
O 0.238 2.678 1.475
H -0.071 3.029 2.324
H -0.530 2.275 1.047
*
```



The least stable of them is entry ii.



Entry i
This record from the Open Molecules 2025 dataset describes a cluster of 2 separate species, C5H16N2O in total. The level of theory is ωB97M-V/def2-TZVPD.

Output
Frontier orbital gap   9.804 eV
HOMO energy   -0.326 Ha
SMILES   CCNCCCN.O
LUMO level   0.0345 Ha

Structure (ORCA input):
```
! RIJCOSX wB97M-V def2-TZVPD def2/J DEFGRID3
* xyz 0 1
C 3.023 0.309 0.664
C 1.550 0.089 0.582
N 1.112 0.330 -0.792
C -0.322 0.390 -1.014
C -1.205 1.386 -0.202
C -1.955 0.793 0.991
N -3.269 0.231 0.641
H 3.550 0.152 1.605
H 3.588 -0.398 0.048
H 3.156 1.367 0.402
H 1.192 -0.927 0.803
H 1.051 0.769 1.291
H 1.556 1.097 -1.276
H -0.534 0.420 -2.084
H -0.710 -0.610 -0.728
H -0.467 2.120 0.163
H -1.839 1.804 -0.980
H -1.360 0.087 1.560
H -2.283 1.602 1.658
H -3.817 0.919 0.147
H -3.239 -0.509 -0.052
O 0.807 -3.026 -0.757
H 0.891 -2.178 -0.330
H 1.396 -2.846 -1.478
*
```



Entry ii
This record from the Open Molecules 2025 dataset describes a cluster of 2 separate species, C5H16N2O in total. The level of theory is ωB97M-V/def2-TZVPD.

Output
Frontier orbital gap   8.987 eV
HOMO energy   -0.304 Ha
SMILES   CCN(C)CCN.O
LUMO level   0.0261 Ha

Structure (ORCA input):
```
! RIJCOSX wB97M-V def2-TZVPD def2/J DEFGRID3
* xyz 0 1
C -1.556 0.151 1.628
C -0.340 0.802 0.893
N 0.961 0.172 0.915
C 1.252 -0.637 2.057
C 1.135 -0.605 -0.287
C 0.018 -1.753 -0.447
N -1.234 -1.393 -1.205
H -2.098 1.008 2.107
H -1.227 -0.652 2.289
H -2.314 -0.277 0.950
H -0.686 1.098 -0.108
H -0.139 1.841 1.245
H 1.472 0.059 2.932
H 0.462 -1.376 2.348
H 2.146 -1.208 1.799
H 2.103 -1.024 -0.444
H 1.062 0.061 -1.160
H -0.232 -2.143 0.480
H 0.496 -2.579 -0.974
H -1.204 -2.029 -2.080
H -1.219 -0.527 -1.501
O -0.096 2.853 -2.917
H 0.334 3.183 -2.153
H 0.676 2.551 -3.424
*
```



The least stable of them is entry ii.



Entry i
This record from the Open Molecules 2025 dataset describes a cluster of 2 separate species, C5H16N2O in total. The level of theory is ωB97M-V/def2-TZVPD.

Output
Frontier orbital gap   8.640 eV
HOMO energy   -0.297 Ha
SMILES   CNC[C@H](C)NC.O
LUMO level   0.0205 Ha

Structure (ORCA input):
```
! RIJCOSX wB97M-V def2-TZVPD def2/J DEFGRID3
* xyz 0 1
C -0.380 2.087 2.058
N -0.808 1.790 0.673
C -1.245 0.375 0.500
C -0.194 -0.553 -0.113
C -0.581 -1.003 -1.515
N 0.093 -1.700 0.754
C 1.387 -2.350 0.498
H -0.407 3.167 2.179
H 0.540 1.612 2.375
H -1.167 1.717 2.717
H 0.018 1.888 0.095
H -1.750 -0.004 1.391
H -2.048 0.488 -0.237
H 0.729 0.013 -0.226
H -1.487 -1.604 -1.459
H 0.211 -1.491 -2.067
H -0.784 -0.176 -2.205
H -0.692 -2.332 0.792
H 2.077 -1.576 0.205
H 1.660 -2.817 1.445
H 1.289 -3.151 -0.234
O 1.252 1.219 -2.354
H 0.961 1.561 -3.206
H 2.029 1.721 -2.064
*
```



Entry ii
This record from the Open Molecules 2025 dataset describes a cluster of 2 separate species, C5H16N2O in total. The level of theory is ωB97M-V/def2-TZVPD.

Output
Frontier orbital gap   9.530 eV
HOMO energy   -0.313 Ha
SMILES   CC[C@@H](N)CNC.O
LUMO level   0.0368 Ha

Structure (ORCA input):
```
! RIJCOSX wB97M-V def2-TZVPD def2/J DEFGRID3
* xyz 0 1
C 0.513 -1.549 0.807
C 1.096 -0.337 0.046
C 0.788 1.010 0.731
N 1.883 1.340 1.660
C 0.593 2.124 -0.295
N -0.678 1.952 -1.015
C -1.791 2.701 -0.478
H 0.973 -2.427 0.346
H 0.743 -1.441 1.862
H -0.557 -1.676 0.676
H 2.157 -0.509 0.008
H 0.650 -0.327 -0.956
H -0.103 0.863 1.328
H 1.914 2.321 1.907
H 2.746 0.867 1.464
H 0.582 3.075 0.263
H 1.412 2.121 -1.031
H -0.521 2.145 -1.985
H -2.373 2.086 0.196
H -1.537 3.648 -0.006
H -2.505 3.005 -1.237
O -2.013 -6.058 -1.134
H -2.032 -6.037 -2.112
H -1.956 -7.019 -0.975
*
```



The least stable of them is entry i.



Entry i
This record from the Open Molecules 2025 dataset describes a cluster of 2 separate species, C5H16N2O in total. The level of theory is ωB97M-V/def2-TZVPD.

Output
Frontier orbital gap   9.526 eV
HOMO energy   -0.316 Ha
SMILES   CCNCCNC.O
LUMO level   0.0342 Ha

Structure (ORCA input):
```
! RIJCOSX wB97M-V def2-TZVPD def2/J DEFGRID3
* xyz 0 1
C 0.953 -2.588 -1.234
C 0.525 -1.173 -1.625
N 0.670 -0.103 -0.573
C -0.211 -0.445 0.543
C -0.317 0.978 1.544
N -1.633 0.943 2.296
C -2.684 1.409 1.333
H 1.040 -3.138 -2.133
H 1.918 -2.324 -0.784
H 0.313 -2.904 -0.484
H 1.111 -0.835 -2.401
H -0.626 -1.273 -1.920
H 1.552 0.082 -0.109
H -1.280 -0.780 0.353
H 0.103 -1.239 1.349
H -0.051 1.829 0.826
H 0.622 0.974 2.160
H -1.596 1.562 3.181
H -3.413 0.540 1.181
H -2.193 1.973 0.506
H -3.262 2.185 1.764
O 3.098 1.212 -1.851
H 2.749 1.843 -1.328
H 2.612 1.269 -2.593
*
```



Entry ii
This record from the Open Molecules 2025 dataset describes a cluster of 2 separate species, C5H16N2O in total. The level of theory is ωB97M-V/def2-TZVPD.

Output
Frontier orbital gap   9.855 eV
HOMO energy   -0.332 Ha
SMILES   CCCO.NCCN
LUMO level   0.0299 Ha

Structure (ORCA input):
```
! RIJCOSX wB97M-V def2-TZVPD def2/J DEFGRID3
* xyz 0 1
C 2.537 0.639 -2.013
C 2.354 0.097 -0.606
C 1.997 -1.387 -0.578
O 0.713 -1.630 -1.082
H 2.668 1.721 -2.046
H 1.674 0.396 -2.632
H 3.405 0.148 -2.458
H 3.272 0.237 -0.018
H 1.587 0.636 -0.039
H 2.688 -1.955 -1.208
H 2.056 -1.733 0.462
H -0.022 -1.522 -0.391
N -2.593 2.063 1.513
C -2.579 0.604 1.472
C -1.420 0.151 0.588
N -1.243 -1.310 0.519
H -2.849 2.423 0.602
H -3.330 2.375 2.130
H -3.492 0.159 1.042
H -2.427 0.216 2.481
H -0.487 0.558 0.969
H -1.567 0.528 -0.427
H -0.827 -1.629 1.379
H -2.114 -1.788 0.340
*
```



Entry iii
This record from the Open Molecules 2025 dataset describes a structure of composition C5H16N2O. The level of theory is ωB97M-V/def2-TZVPD.

Output
Frontier orbital gap   8.938 eV
HOMO energy   -0.293 Ha
LUMO level   0.0350 Ha

Structure (ORCA input):
```
! RIJCOSX wB97M-V def2-TZVPD def2/J DEFGRID3
* xyz 0 1
C 0.538 -1.320 0.380
C -1.250 -0.208 1.591
C 0.533 -2.641 1.151
C -0.236 -1.417 -0.931
O 0.112 -0.224 1.208
H 1.576 -1.052 0.156
H -1.910 -0.084 0.729
H -1.532 -1.110 2.140
H -1.365 0.652 2.250
H 1.023 -2.519 2.116
H 0.260 -2.135 -1.583
H -0.482 -3.001 1.314
H 1.067 -3.399 0.581
H -1.254 -1.768 -0.764
H -0.261 -0.451 -1.441
C -0.401 2.484 -1.384
N 1.016 2.291 -0.032
N 0.070 1.630 -2.285
H 1.585 1.902 -0.862
H 0.388 2.070 -3.146
H 0.740 1.501 0.555
H 1.352 3.074 0.519
H -1.229 2.155 -0.755
H -0.340 3.570 -1.507
*
```



Entry iv
This record from the Open Molecules 2025 dataset describes a cluster of 2 separate species, C5H16N2O in total. The level of theory is ωB97M-V/def2-TZVPD.

Output
Frontier orbital gap   8.915 eV
HOMO energy   -0.297 Ha
SMILES   CCN(C)CCN.O
LUMO level   0.0303 Ha

Structure (ORCA input):
```
! RIJCOSX wB97M-V def2-TZVPD def2/J DEFGRID3
* xyz 0 1
C -0.717 2.157 1.356
C 0.555 1.856 0.472
N 1.172 0.589 0.791
C 1.162 0.304 2.217
C 1.167 -0.636 0.033
C -0.260 -0.998 -0.436
N -0.366 -2.300 -1.166
H -1.256 1.214 1.539
H -1.483 2.818 0.928
H -0.452 2.436 2.380
H 0.180 2.075 -0.541
H 1.285 2.661 0.671
H 1.555 1.160 2.762
H 0.170 -0.011 2.664
H 1.788 -0.529 2.545
H 1.728 -1.405 0.575
H 1.652 -0.546 -1.024
H -0.700 -0.239 -1.107
H -1.021 -0.878 0.345
H -0.965 -2.976 -0.740
H 0.509 -2.538 -1.602
O -2.088 -0.798 -2.898
H -2.184 0.086 -2.544
H -1.233 -1.223 -2.669
*
```



The least stable of them is entry i.